C8H13CdN3O5 as an isolated structure. Source: OMol25; level of theory: ωB97M-V/def2-TZVPD.

Geometry as XYZ:
```
30
Properties=species:S:1:pos:R:3:nbo_charge:R:1
Cd -0.550 1.740 1.920 1.7494
O -0.546 0.962 -1.572 -0.6650
C -0.292 0.752 -2.747 0.6989
O 1.250 -1.687 -1.255 -0.5923
C 0.998 -1.496 -2.422 0.8889
O 1.391 -2.485 -3.244 -0.4466
N 0.474 -0.435 -3.171 -0.4909
C 1.133 -2.121 -4.566 -0.0902
C 0.288 -0.878 -4.570 -0.2490
H 0.627 -2.983 -4.995 0.2167
H 2.109 -1.908 -5.016 0.2001
H -0.758 -1.137 -4.737 0.2120
H 0.686 -0.164 -5.305 0.2264
C -0.838 1.626 -3.727 -0.3466
C -1.678 2.589 -3.332 -0.2258
H -0.435 1.350 -4.675 0.2324
H -2.134 2.923 -2.398 0.2218
H -2.042 3.094 -4.249 0.2241
C 0.586 0.409 6.819 -0.3011
O 1.053 0.955 5.541 -0.4218
C 0.545 0.608 4.393 0.8965
O 1.034 1.233 3.411 -0.7508
N -0.415 -0.310 4.331 -0.4752
N -0.900 -0.623 3.038 -0.7018
H -0.452 0.676 7.057 0.2144
H 1.219 0.893 7.552 0.2617
H 0.748 -0.672 6.904 0.2139
H -0.671 -0.860 5.162 0.4495
H -0.518 -1.530 2.766 0.4443
H -1.914 -0.522 3.086 0.4062
```

Values from the calculation:
Energy relative to the best compared isomer or geometry (same formula, charge and spin) ... 1.7 kJ/mol
LUMO ... -11.60 eV
HOMO level ... -0.55590 Eh
Total charge ... +2
Gap between HOMO and LUMO ... 3.5263 eV
Total energy ... -1020.10566 a.u.



A 2-piece molecular cluster, C16H17Cl2O overall. Source: OMol25; level of theory: ωB97M-V/def2-TZVPD.

Geometry as XYZ:
```
36
Properties=species:S:1:pos:R:3:nbo_charge:R:1
Cl -5.973 1.325 -1.522 0.1154
C -4.352 0.775 -1.499 0.0671
C -4.080 -0.605 -1.472 -0.2507
C -2.767 -1.032 -1.393 -0.0638
C -1.662 -0.122 -1.320 -0.1894
C -0.364 -0.692 -1.193 0.1606
C 0.942 -0.133 -1.295 -0.2226
C 2.037 -1.054 -1.383 -0.0669
C 3.356 -0.638 -1.452 -0.2511
C 3.642 0.738 -1.443 0.0508
Cl 5.269 1.271 -1.449 0.1142
C 2.603 1.678 -1.397 -0.2589
C 1.280 1.251 -1.327 -0.0398
C -1.982 1.264 -1.412 -0.0862
C -3.302 1.704 -1.479 -0.2452
H -4.906 -1.308 -1.513 0.2572
H -2.553 -2.099 -1.433 0.2336
H -0.371 -1.778 -1.084 0.2302
H 1.811 -2.118 -1.457 0.2334
H 4.174 -1.351 -1.515 0.2575
H 2.844 2.739 -1.422 0.2544
H 0.503 2.003 -1.348 0.2060
H -1.200 2.004 -1.488 0.2140
H -3.533 2.766 -1.524 0.2543
C 0.378 -1.640 3.569 -0.6226
C 0.669 -0.744 2.378 0.0979
C 1.455 0.482 2.810 -0.6385
O -0.596 -0.482 1.753 -0.7188
H 1.298 -2.061 3.993 0.2193
H -0.105 -1.044 4.357 0.2159
H -0.298 -2.452 3.293 0.2232
H 1.273 -1.303 1.644 0.1423
H 2.429 0.139 3.185 0.2298
H 1.638 1.181 1.986 0.1972
H 0.953 1.008 3.636 0.2228
H -0.511 0.328 1.216 0.4571
```

Values from the calculation:
LUMO ... -6.06 eV
HOMO level ... -0.46582 Eh
Total charge ... +1
Gap between HOMO and LUMO ... 6.6133 eV
Total energy ... -1615.23742 a.u.



A 2-piece molecular cluster, C4H5NO overall. Source: OMol25; level of theory: ωB97M-V/def2-TZVPD.

Geometry as XYZ:
```
11
Properties=species:S:1:pos:R:3:nbo_charge:R:1
C -1.469 -0.082 1.175 -0.2541
O -0.383 0.889 1.177 -0.4680
C 0.733 0.397 1.409 0.5330
N 1.847 0.244 1.399 -0.4211
H -1.541 -0.375 0.144 0.2016
H -2.447 0.404 1.323 0.2080
H -1.214 -0.849 1.917 0.2038
C 0.613 -0.315 -2.495 -0.2643
C 1.540 0.181 -1.933 -0.2188
H -0.109 -0.936 -2.814 0.2131
H 2.431 0.442 -1.303 0.2669
```

Values from the calculation:
Energy relative to the best compared isomer or geometry (same formula, charge and spin) ... 411.6 kJ/mol
LUMO ... 0.63 eV
HOMO level ... -0.38875 Eh
Gap between HOMO and LUMO ... 11.2128 eV
SMILES string ... COC#N.C#C
Total energy ... -285.25781 a.u.



C13H20BrF3N2O5P2PtS as an isolated structure. Source: OMol25; level of theory: ωB97M-V/def2-TZVPD.

Geometry as XYZ:
```
48
Properties=species:S:1:pos:R:3:nbo_charge:R:1
Pt 0.166 -0.590 -0.173 1.0940
C -0.524 -1.111 3.754 -0.9819
P 0.111 0.127 2.594 1.2730
C -0.684 1.726 2.965 -0.9753
C 1.927 0.309 2.906 -0.7472
C 2.683 0.977 1.763 -0.7293
P 2.550 0.086 0.152 1.0364
C 3.599 -1.390 0.288 -0.9633
C 3.444 1.206 -0.976 -0.9517
H -0.178 -0.897 4.768 0.2790
H -0.176 -2.094 3.443 0.2916
H -1.613 -1.097 3.722 0.2722
H -0.590 1.932 4.032 0.2782
H -1.738 1.648 2.707 0.2736
H -0.247 2.533 2.381 0.2619
H 2.341 -0.680 3.117 0.2664
H 2.026 0.927 3.804 0.2783
H 3.751 1.028 2.006 0.2726
H 2.319 1.997 1.594 0.2524
H 4.625 -1.066 0.476 0.2633
H 3.556 -1.969 -0.635 0.2847
H 3.248 -2.029 1.096 0.2681
H 4.478 1.262 -0.632 0.2687
H 3.012 2.204 -0.942 0.2654
H 3.441 0.842 -2.002 0.2695
O -0.582 2.064 -5.929 -0.6007
C -0.304 1.470 -4.796 0.4193
C -0.008 0.102 -4.645 -0.3076
C 0.237 -0.401 -3.388 0.0646
N 0.216 0.365 -2.299 -0.5609
C -0.047 1.665 -2.430 0.1470
Br 0.000 2.666 -0.830 0.1203
C -0.302 2.268 -3.632 -0.3073
H -0.619 1.488 -6.709 0.5176
H 0.022 -0.561 -5.496 0.2541
H 0.465 -1.447 -3.229 0.2432
H -0.519 3.321 -3.710 0.2740
F -0.924 -5.116 1.123 -0.2833
C 0.065 -4.923 0.269 0.7778
F -0.149 -5.591 -0.843 -0.2713
F 1.211 -5.298 0.814 -0.2850
S 0.130 -3.080 -0.024 2.2353
O 0.551 -2.520 1.271 -0.9366
O 1.114 -2.730 -1.036 -0.9284
O -1.199 -2.640 -0.380 -0.9426
O -3.860 -0.527 -0.360 -0.2752
C -2.779 -0.254 -0.084 0.7999
N -1.702 0.161 0.268 -0.5546
```

Values from the calculation:
Energy relative to the best compared isomer or geometry (same formula, charge and spin) ... 158.5 kJ/mol
LUMO (alpha / beta) ... -5.23 / -10.40 eV
Expectation value of S² ... 6.024
HOMO level (alpha / beta) ... -0.53267 / -0.58046 Eh
2S+1 ... 5
Total charge ... +2
Gap between HOMO and LUMO (alpha / beta) ... 9.2657 / 5.3916 eV
Total energy ... -5066.21529 a.u.



A 11-piece molecular cluster, C28H49Cl6F15N2O12 overall. Source: OMol25; level of theory: ωB97M-V/def2-TZVPD.

Geometry as XYZ:
```
112
Properties=species:S:1:pos:R:3:lowdin_charge:R:1
N 2.162 -0.758 3.287 0.2788
H 2.421 -0.057 2.607 0.0522
H 2.209 -0.429 4.241 0.1351
H 2.821 -1.508 3.132 0.0484
H 1.220 -1.051 3.071 0.0491
N 0.010 2.064 2.145 0.2977
H -0.067 2.529 3.039 0.1370
H 0.975 1.869 1.924 0.0617
H -0.341 2.775 1.520 0.0560
H -0.348 1.138 1.957 0.0651
O 2.394 0.986 1.050 -0.3662
C 1.894 0.112 0.069 -0.3815
C 0.433 -0.396 0.254 -0.3530
O -0.059 -0.789 1.565 -0.3869
H 2.534 -0.751 -0.112 0.0514
H 2.021 0.649 -0.872 0.0639
H 0.341 -1.266 -0.396 0.0717
H -0.240 0.313 -0.228 0.0603
C -2.908 1.374 -2.121 -0.0550
C -2.533 2.303 -3.274 -0.1778
O -3.627 2.313 -4.230 0.0008
C -4.580 3.322 -4.041 -0.2547
O -4.504 4.196 -3.160 0.1111
C -5.658 3.388 -5.184 -0.6173
F -6.786 3.130 -4.623 0.2161
F -5.601 4.551 -5.825 0.1935
F -5.448 2.368 -5.994 0.1744
H -2.250 1.362 -1.252 0.0636
H -3.166 0.364 -2.441 0.0794
H -3.785 1.776 -1.612 0.0696
H -1.773 1.765 -3.841 0.1058
H -2.174 3.276 -2.939 0.1068
C -0.356 -2.580 -3.534 -0.0889
C -0.176 -1.142 -3.874 -0.2073
O 1.225 -0.856 -3.804 0.0156
C 1.700 0.405 -4.020 -0.2703
O 0.985 1.408 -4.243 0.0950
C 3.252 0.530 -3.801 -0.5925
F 3.469 1.204 -2.691 0.1730
F 3.777 -0.703 -3.652 0.1484
F 3.821 1.126 -4.795 0.2235
H -1.357 -2.999 -3.637 0.0521
H -0.107 -2.978 -2.550 0.0590
H 0.272 -3.171 -4.200 0.0848
H -0.707 -0.539 -3.138 0.1137
H -0.622 -1.001 -4.859 0.1373
C -3.054 -2.086 4.748 -0.0388
C -2.563 -0.659 4.383 -0.2354
O -3.589 -0.066 3.678 -0.0049
C -3.592 1.261 3.249 -0.3044
O -2.970 2.072 3.851 0.1694
C -4.601 1.655 2.139 -0.5636
F -5.145 0.599 1.606 0.1901
F -5.583 2.378 2.643 0.1846
F -4.033 2.492 1.228 0.1409
H -2.305 -2.723 5.217 0.0595
H -3.346 -2.589 3.826 0.0599
H -3.951 -2.170 5.363 0.0799
H -1.593 -0.612 3.888 0.1087
H -2.424 -0.158 5.341 0.1190
C 1.626 4.170 -2.683 -0.0412
C 1.059 4.011 -1.287 -0.1672
O -0.231 4.627 -1.383 0.0219
C -1.085 4.715 -0.391 -0.3479
O -0.989 4.113 0.638 0.1273
C -2.411 5.434 -0.879 -0.5424
F -2.483 6.640 -0.249 0.1416
F -2.306 5.711 -2.158 0.1796
F -3.508 4.746 -0.628 0.1877
H 2.648 3.864 -2.462 0.0702
H 1.671 5.205 -3.022 0.0895
H 1.247 3.524 -3.475 0.0617
H 1.646 4.429 -0.469 0.1343
H 0.870 2.951 -1.117 0.1228
C 1.206 -5.191 0.909 -0.0647
C 0.882 -4.110 1.954 -0.2420
O 1.037 -4.724 3.170 0.0217
C 0.667 -4.034 4.299 -0.2679
O 0.622 -2.804 4.337 0.1123
C 0.621 -4.847 5.633 -0.5344
F 1.267 -4.269 6.632 0.1918
F -0.652 -4.933 5.967 0.1754
F 1.055 -6.133 5.424 0.1376
H 2.128 -5.740 1.099 0.0656
H 1.241 -4.728 -0.077 0.0638
H 0.545 -6.058 0.904 0.0755
H -0.116 -3.688 1.831 0.1167
H 1.577 -3.277 1.851 0.0907
Cl 4.224 -4.513 -0.831 0.6096
C 4.621 -2.889 -1.277 -0.7082
C 5.282 -2.107 -0.191 -0.5809
Cl 4.406 -2.395 1.359 0.5757
H 3.646 -2.478 -1.542 0.0514
H 5.205 -2.858 -2.197 0.0840
H 5.344 -1.033 -0.364 0.0568
H 6.320 -2.371 0.012 0.0780
Cl -2.712 -4.616 -1.675 0.5838
C -2.759 -4.301 0.059 -0.6636
C -3.039 -2.852 0.400 -0.6494
Cl -4.634 -2.348 -0.223 0.5539
H -1.791 -4.678 0.391 0.0428
H -3.513 -4.915 0.553 0.0730
H -2.279 -2.221 -0.060 0.0548
H -2.923 -2.556 1.442 0.0598
Cl 7.240 1.892 0.582 0.5439
C 5.475 1.847 0.706 -0.6696
C 4.953 3.200 0.234 -0.7074
Cl 5.668 4.626 0.980 0.5519
H 5.176 1.553 1.712 0.0682
H 5.127 1.024 0.081 0.0376
H 3.864 3.245 0.215 0.0503
H 5.254 3.126 -0.811 0.0586
```

Values from the calculation:
LUMO ... -0.09 eV
HOMO level ... -0.27802 Eh
Gap between HOMO and LUMO ... 7.4739 eV
Total energy ... -6367.75047 a.u.



A 2-piece molecular cluster, C2H4O2Si overall. Source: OMol25; level of theory: ωB97M-V/def2-TZVPD.

Geometry as XYZ:
```
9
Properties=species:S:1:pos:R:3:nbo_charge:R:1
O -0.982 0.097 0.718 -1.1768
Si 0.425 -0.217 0.291 1.9240
C 2.085 -0.956 0.643 -0.5888
C 2.040 -0.246 -0.530 -0.6292
H 2.769 -1.504 1.335 0.2405
H 2.852 0.114 -1.220 0.2305
O -3.444 0.988 -0.575 -0.9526
H -2.937 0.100 -0.329 0.4880
H -2.808 1.626 -0.333 0.4644
```

Values from the calculation:
Energy relative to the best compared isomer or geometry (same formula, charge and spin) ... 296.7 kJ/mol
LUMO ... -0.37 eV
HOMO level ... -0.37260 Eh
Gap between HOMO and LUMO ... 9.7688 eV
SMILES string ... O=[si]1cc1.O
Total energy ... -518.49487 a.u.



> Look up the total energy of the second one.

-1615.23742 a.u.



> The lowest total energy belongs to which entry?

C28H49Cl6F15N2O12